{"formula": "C7H8N4", "method": "the ωB97M-V functional and the def2-TZVPD basis", "max_force_ev_per_a": 12.951, "homo_energy_ha": -0.288, "gap_ev": 8.70, "elements": ["C", "C", "C", "C", "C", "C", "C", "H", "H", "H", "H", "H", "H", "H", "H", "N", "N", "N", "N"], "xyz": [[-2.8440, -1.1034, 0.1071], [-1.0041, 0.5222, -0.0706], [0.5519, 2.3325, -0.0425], [1.7085, 1.5226, 0.0568], [1.3588, 0.1373, -0.0503], [1.3220, -2.0067, -0.0410], [0.0469, -0.2735, 0.0022], [-2.4795, -1.3906, 0.9041], [-2.0766, -1.7450, -0.7982], [-3.8660, -1.1267, -0.1921], [-2.8801, 1.1821, 0.2731], [0.9464, 3.3336, 0.1020], [2.7762, 1.8842, 0.2433], [3.2161, -1.1547, -0.0062], [1.8860, -3.0202, 0.0486], [-2.3386, 0.2447, -0.0209], [-0.7103, 1.8631, -0.0554], [2.2451, -0.9927, 0.0573], [0.1806, -1.7936, -0.0304]], "lowdin_charge": [-0.06, -0.34, -0.16, -0.03, -0.18, -0.35, -0.11, -0.03, 0.17, 0.07, 0.20, 0.09, 0.12, 0.13, 0.15, -0.04, 0.09, 0.13, 0.13]}